Below is C3H5NOS as an isolated structure, with properties calculated with wB97M-V/def2-TZVPD.

Last column: natural (NBO) charge in e.
Geometry (Å):
C (0.931, -1.681, -0.027)  -0.441
C (-0.243, 0.571, 0.128)  -0.655
C (-0.227, -0.915, -0.087)  -0.064
N (-1.058, -1.525, 1.526)  0.064
O (-0.747, -2.617, 1.771)  -0.243
S (0.738, -3.327, 0.067)  0.193
H (1.873, -1.240, 0.283)  0.223
H (-0.373, 1.106, -0.810)  0.230
H (0.677, 0.916, 0.602)  0.217
H (-1.081, 0.824, 0.776)  0.243
H (-1.057, -1.298, -0.676)  0.232

* expectation value of S²: 2.038
* gap between HOMO and LUMO (alpha / beta): 7.854 / 6.379 eV
* spin multiplicity: 3
* E_HOMO (alpha / beta): -7.90 / -8.89 eV
* charge: 0
* E_LUMO (alpha / beta): -0.046 / -2.508 eV

---

Below is one molecule with the formula C3H5NOS2, with properties calculated with wB97M-V/def2-TZVPD.

Last column: natural (NBO) charge in e.
Geometry (Å):
C (-1.772, -1.347, 0.506)  -0.163
N (-0.789, -1.077, -0.374)  -0.115
O (-0.706, 0.318, -0.341)  -0.405
C (0.477, 0.728, -0.931)  -0.150
C (1.662, 0.693, -0.011)  -0.356
S (3.095, 0.803, -0.717)  0.028
S (1.499, 0.514, 1.666)  0.164
H (-2.274, -0.543, 1.121)  0.199
H (-2.230, -2.428, 0.346)  0.211
H (0.637, 0.257, -1.853)  0.225
H (0.268, 1.793, -1.176)  0.223
H (0.133, 0.290, 1.764)  0.138

* gap between HOMO and LUMO: 8.549 eV
* E_HOMO: -8.76 eV
* charge: 0
* structure (SMILES): C=NOCC(=S)S
* E_LUMO: -0.207 eV

---

Below is one molecule with the formula C3H5NOS2, with properties calculated with wB97M-V/def2-TZVPD.

Last column: natural (NBO) charge in e.
Geometry (Å):
O (-0.462, 2.183, -0.193)  -0.572
C (0.045, 1.098, -0.183)  0.674
N (1.327, 0.767, -0.657)  -0.826
S (2.017, -0.763, -0.645)  0.421
C (0.481, -1.180, 0.472)  -0.499
C (-0.639, -0.212, 0.248)  -0.486
S (-2.003, -0.814, -0.743)  0.000
H (2.055, 1.728, -0.674)  0.434
H (0.592, -1.096, 1.682)  0.231
H (0.141, -2.182, 0.299)  0.227
H (-1.035, 0.020, 1.283)  0.241
H (-2.519, 0.451, -0.890)  0.155

* gap between HOMO and LUMO: 8.985 eV
* E_HOMO: -8.61 eV
* charge: 0
* structure (SMILES): O=C1NSC[C@@H]1S
* E_LUMO: 0.374 eV

---

Below is one molecule with the formula C3H5NOS2, with properties calculated with wB97M-V/def2-TZVPD.

Last column: natural (NBO) charge in e.
Geometry (Å):
C (-0.724, 2.085, -1.235)  -0.770
S (-1.048, 0.700, -0.141)  0.414
C (0.491, -0.095, -0.107)  -0.387
S (1.826, 0.416, -0.924)  -0.013
C (0.647, -1.322, 0.718)  -0.048
N (-0.174, -1.967, 1.460)  -0.069
O (-1.425, -1.425, 1.512)  -0.552
H (-0.421, 1.743, -2.221)  0.240
H (-1.659, 2.625, -1.308)  0.232
H (0.059, 2.738, -0.836)  0.241
H (1.622, -1.796, 0.725)  0.224
H (-1.921, -2.004, 2.111)  0.489

* gap between HOMO and LUMO: 8.069 eV
* E_HOMO: -8.81 eV
* charge: 0
* structure (SMILES): CSC(=S)/C=N\O
* E_LUMO: -0.742 eV

---

Strongest force on any atom readings, ordered: 2.1; 5.3; 6.8; 0.7 eV/A
Energy above the lowest of the compared OMol25 structures with the same formula, charge and spin readings, ordered: 83.7; 336.2; 175.7; 219.0 kJ/mol